1.
{"formula": "C18H51F6N3O16S2Y", "method": "the ωB97M-V functional and the def2-TZVPD basis", "charge": 1, "e_homo_ev": -10.62, "symbols": ["Y", "C", "F", "F", "F", "S", "O", "O", "O", "C", "F", "F", "F", "S", "O", "O", "O", "O", "H", "H", "O", "H", "H", "O", "H", "H", "C", "C", "O", "O", "H", "H", "H", "H", "H", "H", "C", "C", "O", "O", "H", "H", "H", "H", "H", "H", "C", "C", "C", "O", "C", "N", "H", "H", "H", "H", "H", "H", "H", "H", "H", "H", "H", "C", "C", "C", "O", "C", "N", "H", "H", "H", "H", "H", "H", "H", "H", "H", "H", "H", "C", "C", "C", "O", "C", "N", "H", "H", "H", "H", "H", "H", "H", "H", "H", "H", "H"], "positions_angstrom": [[-1.0907, 0.8306, 4.2831], [-0.4407, 4.4569, 1.5890], [0.1336, 4.8098, 2.7619], [-0.5588, 5.4904, 0.7907], [0.3595, 3.4927, 0.9796], [-2.1202, 3.6151, 1.9418], [-2.6269, 3.0868, 0.6501], [-1.9148, 2.5315, 2.9200], [-2.9582, 4.7345, 2.4304], [-0.1465, 0.6726, -0.7282], [-1.2114, 1.4035, -0.9747], [0.0368, -0.2045, -1.7551], [0.9521, 1.5055, -0.6007], [-0.3781, -0.4789, 0.9185], [-1.5510, -1.2800, 0.7079], [0.8961, -1.2234, 0.9379], [-0.5771, 0.4161, 2.0757], [0.9353, 2.0182, 3.6849], [1.4321, 2.4115, 4.4023], [1.4981, 2.1225, 2.9177], [-2.5759, -0.7024, 3.3137], [-2.5159, -1.3827, 2.6431], [-3.4767, -0.7586, 3.6326], [0.4227, -0.8288, 4.3110], [1.3286, -0.6659, 4.0483], [0.4176, -1.7406, 4.6022], [-5.1065, -0.0252, -2.9069], [-4.0810, 0.8414, -2.2386], [-4.1490, 0.6754, -0.8333], [-5.1756, 0.1605, -4.3317], [-6.1066, 0.0167, -2.4753], [-4.7690, -1.0549, -2.7895], [-4.2797, 1.8767, -2.5157], [-3.1097, 0.6099, -2.6758], [-3.6691, 1.4169, -0.4572], [-4.4304, -0.2505, -4.7760], [3.1926, -4.2623, -0.2754], [3.3773, -2.8166, -0.6876], [3.3020, -1.9412, 0.3606], [4.1558, -4.6492, 0.7378], [3.2702, -4.8931, -1.1609], [2.2167, -4.3949, 0.1915], [2.6142, -2.5831, -1.4301], [4.3712, -2.6813, -1.1144], [2.4071, -1.6324, 0.5205], [3.8649, -4.0904, 1.4622], [4.8964, -0.5518, 4.5203], [3.7202, 0.2082, 3.9194], [4.2511, 1.1200, 2.7490], [3.1912, 1.7320, 2.0034], [3.6982, 2.4129, 0.8797], [2.8597, -0.9064, 3.4876], [5.5450, 0.2317, 4.9124], [5.3711, -1.3028, 3.8889], [4.6587, -1.0927, 5.4362], [3.2122, 0.7138, 4.7406], [4.9446, 0.5492, 2.1315], [4.8539, 1.9135, 3.1906], [2.8855, 2.9923, 0.4415], [4.1023, 1.7320, 0.1306], [4.5310, 3.0681, 1.1352], [3.3414, -1.7608, 3.7285], [2.9227, -0.9128, 2.4795], [-0.5662, 2.2278, -4.0890], [-0.0692, 3.5418, -3.6023], [1.4951, 3.6391, -3.6837], [1.9995, 4.9300, -3.4260], [1.9423, 5.2379, -2.0098], [-0.7581, 4.5174, -4.4572], [-0.3882, 2.0545, -5.1503], [-1.6244, 2.0519, -3.8956], [-0.1046, 1.4372, -3.4975], [-0.4609, 3.6259, -2.5886], [1.9216, 3.3692, -4.6498], [1.9011, 2.9010, -2.9920], [2.2059, 6.2866, -1.8724], [2.6064, 4.5762, -1.4537], [0.8910, 5.1948, -1.7254], [-1.7107, 4.4379, -4.1310], [-0.7390, 4.0642, -5.3596], [-4.2188, -3.4260, -0.8748], [-3.5107, -4.5333, -0.0244], [-2.3123, -5.1996, -0.7613], [-2.8114, -5.7125, -1.9605], [-1.8108, -6.1041, -2.9062], [-3.1673, -3.9396, 1.3155], [-4.8000, -3.8622, -1.6872], [-3.4369, -2.8083, -1.3165], [-4.7666, -2.7498, -0.2185], [-4.3267, -5.2424, 0.1153], [-1.8345, -5.9192, -0.0965], [-1.6034, -4.3832, -0.8994], [-1.0336, -6.7945, -2.5783], [-1.2836, -5.2126, -3.2458], [-2.3205, -6.3626, -3.8344], [-3.9585, -3.4086, 1.6506], [-2.4959, -3.2358, 1.0432]], "forces_ev_per_angstrom": [[0.568, 0.806, -5.140], [0.144, -1.860, 0.121], [-0.202, -0.112, -0.883], [0.013, -0.481, 0.469], [-0.638, 1.351, 0.860], [-4.435, 3.325, -3.508], [1.849, 0.454, 2.354], [1.037, -1.396, 2.520], [2.279, -2.231, -0.028], [0.599, -0.555, 0.556], [0.487, -0.285, 0.209], [0.098, 1.044, 1.411], [-1.563, -1.650, -0.226], [1.834, -0.548, -1.919], [-0.232, -0.034, -0.067], [-2.088, 1.373, 0.484], [0.595, 0.711, 0.659], [-1.350, -0.463, 1.922], [0.398, 0.400, 0.192], [0.732, -0.283, -1.370], [-0.257, 0.712, 1.804], [0.626, -0.359, -1.164], [-0.659, -0.070, 0.064], [-3.334, 0.233, 1.870], [3.211, -0.029, -1.465], [-0.144, -0.479, 0.061], [0.474, -1.731, -0.936], [-0.500, 0.891, -0.330], [0.180, -0.224, -0.257], [-0.460, 0.812, 0.449], [0.064, 0.495, -0.167], [-0.157, -0.295, 0.512], [-0.089, 0.273, 0.048], [0.355, -0.249, 0.225], [0.066, 0.166, 0.347], [0.082, -0.093, 0.260], [0.393, -0.032, 0.641], [0.119, -0.914, -1.149], [0.667, 1.150, 1.967], [-0.574, 0.224, -0.881], [0.192, -0.214, 0.232], [-0.398, -0.013, -0.325], [-0.004, 0.032, -0.369], [-0.005, -0.181, -0.285], [-0.261, -0.140, -0.318], [0.412, 0.007, 0.371], [0.819, 1.494, 1.483], [1.154, -1.488, -0.572], [-0.872, -0.081, 1.365], [0.078, -0.769, 0.824], [0.182, 0.394, -0.781], [-0.723, 0.640, -0.945], [0.954, -0.348, -0.292], [0.169, 0.584, -0.447], [-0.661, -0.045, 0.008], [0.077, 0.639, -0.213], [-0.324, -0.301, -0.369], [0.104, 0.141, 0.211], [0.108, -0.060, 0.065], [-0.219, -0.319, -0.038], [-0.072, 0.272, 0.305], [-0.239, -0.244, 0.194], [-0.616, -0.165, -0.559], [0.345, -2.146, 0.779], [0.262, 0.223, -0.987], [-0.834, 0.330, 0.167], [0.265, 0.085, 1.300], [-0.643, 0.419, -1.615], [0.492, 0.548, 0.701], [0.198, -0.007, -0.001], [-0.200, 0.493, -0.122], [0.330, -0.437, -0.349], [0.475, 0.444, 0.266], [-0.552, -0.033, -0.324], [0.155, -0.135, 0.396], [0.406, -0.138, -0.167], [-0.116, -0.068, 0.204], [0.046, -0.402, 0.540], [-0.433, 0.412, -0.353], [-0.216, 0.466, -0.496], [1.488, -0.459, -0.094], [-1.752, 0.705, -0.010], [-1.080, 1.239, 1.246], [0.612, -0.757, -0.257], [-0.303, 1.516, -0.521], [0.974, -0.803, -0.945], [-0.188, 0.191, 0.183], [0.068, 0.213, -0.235], [-0.441, -0.258, -0.182], [0.405, -0.581, 0.332], [-0.023, -0.448, -0.128], [0.454, 0.150, -0.468], [-0.491, -0.435, 0.265], [0.381, 0.410, 0.300], [-0.123, -0.817, 0.384], [-0.405, -0.168, -0.136], [0.400, 0.363, 0.268]]}

2.
{"formula": "C6H9N", "method": "the ωB97M-V functional and the def2-TZVPD basis", "smiles": "C=C=C(C)[C@@H]1CN1", "relative_energy_kcal_mol": 106.3, "e_homo_ev": -8.76, "symbols": ["C", "C", "C", "C", "C", "C", "N", "H", "H", "H", "H", "H", "H", "H", "H", "H"], "positions_angstrom": [[-1.8463, 0.8911, 1.0826], [-1.4340, -0.0812, 0.3025], [-0.4718, -0.8332, -0.1812], [-0.5907, -1.8873, -1.2697], [0.7588, -0.1631, 0.6224], [1.4198, 0.9565, -0.0964], [2.2074, 0.0341, 0.6901], [-2.1678, 0.7044, 2.1054], [-1.7746, 1.9309, 0.7641], [0.0908, -1.6999, -2.1075], [-1.6044, -1.9177, -1.6953], [-0.3820, -2.8986, -0.9019], [0.3817, -0.0667, 1.6273], [1.3511, 2.0090, 0.1747], [1.4285, 0.7841, -1.1762], [2.8662, -0.5323, 0.1831]], "forces_ev_per_angstrom": [[-0.286, -0.160, -0.212], [0.192, 0.029, 0.140], [0.093, 0.231, 0.254], [0.172, 0.073, 0.108], [-0.324, -0.132, -0.130], [-0.108, 0.195, -0.118], [0.247, -0.634, -0.315], [-0.194, -0.015, -0.207], [-0.271, -0.185, -0.063], [0.028, 0.048, 0.200], [0.271, 0.217, 0.309], [0.111, 0.220, 0.075], [0.074, 0.452, -0.022], [0.157, -0.223, 0.268], [-0.035, 0.183, 0.144], [-0.124, -0.301, -0.431]]}

| no. | electronic energy (eV) |
| --- | --- |
| 1 | -95734.1727 |
| 2 | -7853.5507 |